(1)
{"formula": "C18H30O7Si2", "method": "wB97M-V/def2-TZVPD", "total_charge": 0, "mol_weight_g_mol": 414.6, "orbital_gap_ev": 8.93, "energy_ev": -49236.768, "e_above_lowest_kj_mol": 0.0, "symbols": ["Si", "Si", "O", "O", "O", "O", "O", "O", "O", "C", "C", "C", "C", "C", "C", "C", "C", "C", "C", "C", "C", "C", "C", "C", "C", "C", "C", "H", "H", "H", "H", "H", "H", "H", "H", "H", "H", "H", "H", "H", "H", "H", "H", "H", "H", "H", "H", "H", "H", "H", "H", "H", "H", "H", "H", "H", "H"], "xyz": [[-0.579, -1.893, -1.526], [-0.795, -4.541, -0.379], [5.003, -1.500, 2.931], [-1.631, -3.176, -1.037], [5.437, 0.124, 4.453], [5.575, 0.589, 2.259], [-2.494, 2.905, -3.406], [-2.329, 1.083, -4.744], [-4.255, 2.233, -4.676], [6.027, 1.412, 4.343], [1.925, 1.958, 2.132], [2.144, 1.028, 0.809], [-2.748, -1.000, 1.019], [-3.297, 0.311, -5.443], [-4.372, 1.306, -5.745], [-3.861, -0.734, 2.104], [-2.478, -0.028, -0.147], [5.672, 1.828, 2.947], [-4.765, 0.555, 2.076], [-4.487, 1.555, 0.898], [1.099, -1.471, 0.889], [-1.358, -0.161, -1.287], [5.310, -0.368, 3.190], [2.404, -0.521, 1.137], [-3.397, 1.285, -0.189], [1.142, -1.869, -0.699], [-2.981, 2.146, -4.202], [-0.505, 0.568, -0.992], [-4.204, 1.832, -6.690], [4.706, 2.338, 2.896], [-3.277, 2.075, -1.032], [-2.866, -0.126, -6.345], [-1.757, 0.180, -2.319], [1.792, -2.799, -0.897], [-5.365, 0.855, -5.762], [0.211, -5.098, -1.316], [2.139, 1.366, 3.087], [-3.646, -0.495, -4.790], [6.434, 2.465, 2.495], [1.162, -2.382, 1.573], [5.623, 2.090, 5.096], [3.066, 1.479, 0.272], [-5.558, 0.762, 2.883], [1.721, -0.992, -1.193], [-0.357, -2.064, -2.983], [-0.194, -4.175, 0.909], [-2.117, -1.938, 1.136], [2.809, -0.583, 2.202], [-1.834, -5.556, -0.077], [-4.065, -1.466, 2.968], [0.867, 2.385, 2.102], [3.223, -0.889, 0.405], [7.107, 1.319, 4.490], [0.191, -0.794, 1.128], [-5.115, 2.506, 0.879], [1.257, 1.215, 0.115], [2.638, 2.863, 2.056]]}



(2)
{"formula": "C24H23N7O3S2", "method": "wB97M-V/def2-TZVPD", "total_charge": 0, "mol_weight_g_mol": 521.6, "orbital_gap_ev": 7.64, "energy_ev": -63504.163, "e_above_lowest_kj_mol": 1.9, "symbols": ["S", "S", "O", "O", "O", "N", "N", "N", "N", "N", "N", "N", "C", "C", "C", "C", "C", "C", "C", "C", "C", "C", "C", "C", "C", "C", "C", "C", "C", "C", "C", "C", "C", "C", "C", "C", "H", "H", "H", "H", "H", "H", "H", "H", "H", "H", "H", "H", "H", "H", "H", "H", "H", "H", "H", "H", "H", "H", "H"], "xyz": [[-1.150, 2.691, 0.948], [4.416, -0.952, -1.384], [1.120, 1.332, -4.262], [-5.563, -0.682, 0.236], [-1.211, -1.659, 3.011], [2.353, -1.575, 0.020], [-1.367, 0.411, 2.052], [2.622, 0.262, -2.971], [-3.433, 1.363, 1.438], [-0.338, -0.971, -0.363], [-0.046, 0.629, 2.005], [1.898, -0.886, -1.041], [-1.037, 0.474, -2.816], [-3.752, -1.447, -1.096], [1.332, 0.628, -3.302], [-2.293, 0.126, -2.188], [-3.207, 1.143, -1.907], [0.521, -0.627, -1.217], [-3.353, -0.826, 2.384], [-2.148, 1.398, 1.531], [-4.325, 0.890, -1.137], [6.253, -2.350, 2.716], [0.252, 1.744, 1.473], [1.639, 2.237, 1.301], [-2.616, -1.184, -1.829], [-4.571, -0.400, -0.678], [4.893, -0.285, 2.282], [5.489, -1.549, 1.668], [-1.926, -0.804, 2.549], [-4.038, 0.215, 1.834], [1.869, 2.846, -0.080], [-5.485, 0.106, 1.422], [4.382, -2.423, 1.057], [3.616, -1.712, 0.012], [0.213, 0.122, -2.435], [2.836, -0.440, -1.929], [1.232, 3.716, -0.222], [-6.083, -0.427, 2.162], [5.667, 0.296, 2.776], [4.441, 0.340, 1.515], [1.837, 2.995, 2.065], [-1.961, -1.991, -2.113], [2.906, 3.156, -0.183], [-2.998, 2.151, -2.231], [-4.984, 1.698, -0.864], [5.589, -2.647, 3.525], [4.130, -0.541, 3.015], [0.038, -1.458, 0.447], [6.180, -1.261, 0.867], [-3.857, -1.733, 2.676], [-3.991, -2.451, -0.785], [-1.084, 1.146, -3.669], [-5.895, 1.110, 1.261], [3.678, -2.737, 1.830], [2.311, 1.397, 1.483], [7.057, -1.752, 3.136], [4.835, -3.315, 0.615], [1.644, 2.131, -0.867], [6.687, -3.246, 2.279]]}



(3)
{"formula": "C28H46N3O7PdS2Si", "method": "wB97M-V/def2-TZVPD", "total_charge": 1, "mol_weight_g_mol": 735.3, "orbital_gap_ev": [9.59, 5.70], "energy_ev": -81611.830, "e_above_lowest_kj_mol": 67.7, "s_squared": 6.02, "spin_multiplicity": 5, "symbols": ["Pd", "S", "S", "Si", "O", "O", "O", "O", "O", "O", "O", "N", "N", "N", "C", "C", "C", "C", "C", "C", "C", "C", "C", "C", "C", "C", "C", "C", "C", "C", "C", "C", "C", "C", "C", "C", "C", "C", "C", "C", "C", "C", "H", "H", "H", "H", "H", "H", "H", "H", "H", "H", "H", "H", "H", "H", "H", "H", "H", "H", "H", "H", "H", "H", "H", "H", "H", "H", "H", "H", "H", "H", "H", "H", "H", "H", "H", "H", "H", "H", "H", "H", "H", "H", "H", "H", "H", "H"], "xyz": [[0.900, 0.819, -1.121], [0.294, -0.181, -5.609], [-1.179, -0.118, -0.722], [-1.962, 0.442, 1.272], [-2.743, -0.822, 1.867], [-2.843, 1.686, 0.761], [2.328, 0.456, 0.691], [5.005, -3.196, 0.667], [-0.725, 0.853, 2.213], [1.120, 2.907, -0.657], [1.826, -2.352, -2.740], [3.710, -1.357, 0.664], [0.560, 0.886, -3.297], [2.180, -0.894, -1.065], [2.260, 3.303, -6.210], [1.774, 2.984, -3.858], [1.654, 2.111, -6.545], [-2.827, -2.993, 0.847], [-4.474, -2.264, 2.594], [2.744, -0.579, 0.114], [-2.664, 3.819, 1.862], [0.231, -1.131, 3.231], [4.811, -2.654, -2.305], [3.656, -2.885, -1.295], [4.190, -2.532, 0.084], [-3.662, -1.839, 1.381], [0.092, -0.156, -3.917], [2.116, -4.681, -0.335], [2.320, 3.734, -4.879], [0.908, 3.517, 0.554], [-0.199, 0.309, 3.467], [-4.559, -1.256, 0.298], [2.471, -2.039, -1.761], [1.159, 1.775, -4.185], [0.996, 1.186, 3.812], [-4.625, 3.212, 0.420], [5.293, -1.214, -2.412], [-1.266, 0.408, 4.545], [-4.317, 2.105, 2.652], [1.105, 1.349, -5.516], [3.253, -4.370, -1.297], [-3.618, 2.713, 1.443], [1.609, 1.776, -7.571], [1.828, 3.991, 0.908], [-2.234, -2.683, -0.013], [-1.567, 1.446, 4.689], [4.452, -3.008, -3.273], [2.803, 4.673, -4.648], [1.825, 3.318, -2.832], [-3.817, -2.652, 3.372], [1.434, 0.864, 4.757], [4.138, -4.949, -1.036], [-2.140, -0.192, 4.293], [2.396, -4.460, 0.697], [-5.290, 2.404, 0.115], [0.964, -1.169, 2.427], [-1.903, 3.436, 2.543], [5.630, -3.306, -1.998], [-5.028, -1.417, 2.995], [-3.977, -0.930, -0.566], [5.701, -0.850, -1.467], [-5.184, -3.044, 2.320], [2.697, 3.915, -6.988], [-2.158, -3.370, 1.620], [1.218, -4.112, -0.584], [-5.267, -2.011, -0.043], [-0.623, -1.755, 2.972], [4.492, -0.539, -2.721], [-0.863, 0.042, 5.490], [0.687, -1.537, 4.134], [-2.178, 4.242, 0.983], [-3.477, -3.809, 0.529], [-4.110, 3.591, -0.462], [-3.593, 1.711, 3.366], [-4.983, 1.299, 2.349], [6.085, -1.140, -3.155], [-5.227, 4.015, 0.843], [4.088, -1.091, 1.563], [0.447, 2.845, 1.283], [-5.124, -0.406, 0.678], [1.856, -5.738, -0.380], [-0.373, -0.984, -3.406], [-4.910, 2.864, 3.161], [0.184, 4.326, 0.339], [2.970, -4.628, -2.318], [1.751, 1.120, 3.033], [-3.208, 4.618, 2.366], [0.685, 2.226, 3.923]]}



(4)
{"formula": "C2H3IN2OS", "method": "wB97M-V/def2-TZVPD", "total_charge": 0, "mol_weight_g_mol": 230.0, "orbital_gap_ev": [6.36, 8.54], "energy_ev": -26082.492, "e_above_lowest_kj_mol": 368.7, "symbols": ["I", "S", "O", "N", "N", "C", "C", "H", "H", "H"], "xyz": [[-3.150, -0.427, -0.140], [1.797, -0.324, -0.576], [1.314, 2.214, 0.076], [-0.542, 0.967, 0.088], [1.172, -1.674, 0.023], [0.807, 1.150, -0.080], [-1.143, -0.253, 0.342], [-1.054, 1.867, 0.059], [1.228, -2.554, -0.683], [-0.430, -0.965, 0.891]]}



(5)
{"formula": "C3H6O3", "method": "wB97M-V/def2-TZVPD", "total_charge": 0, "mol_weight_g_mol": 90.1, "orbital_gap_ev": 10.84, "energy_ev": -9347.231, "e_above_lowest_kj_mol": 394.2, "symbols": ["O", "O", "O", "C", "C", "C", "H", "H", "H", "H", "H", "H"], "xyz": [[0.160, 0.799, 0.743], [-1.542, -0.227, -1.109], [0.034, -1.586, 2.282], [-0.248, 0.210, -1.312], [0.347, 1.365, -0.568], [0.838, 0.048, -0.288], [1.818, -0.388, -0.156], [-0.439, -1.994, 1.546], [-1.746, -0.026, -0.183], [0.039, 0.104, -2.356], [0.806, 2.330, -0.726], [-0.066, -0.636, 2.126]]}



(6)
{"formula": "C7H13BO2", "method": "wB97M-V/def2-TZVPD", "total_charge": 0, "mol_weight_g_mol": 140.0, "orbital_gap_ev": 10.12, "energy_ev": -12240.125, "e_above_lowest_kj_mol": 161.1, "symbols": ["O", "O", "C", "C", "C", "C", "C", "C", "C", "B", "H", "H", "H", "H", "H", "H", "H", "H", "H", "H", "H", "H", "H"], "xyz": [[-0.402, -1.129, 2.777], [1.194, -1.040, -0.097], [-2.206, 0.091, -3.535], [-1.049, -1.150, -1.539], [-1.239, 0.193, -2.418], [2.412, -0.301, 2.993], [1.295, 0.570, 2.593], [1.463, 1.772, 1.996], [-0.058, 0.004, 2.576], [0.251, -1.010, -0.810], [2.722, -1.171, 2.290], [-3.053, 0.812, -3.359], [-1.700, 0.954, -1.717], [-0.793, 0.950, 2.253], [2.385, 2.139, 1.664], [3.478, 0.116, 2.876], [-1.066, -1.899, -2.373], [0.640, 2.291, 1.556], [2.185, -0.779, 3.981], [-1.926, -1.446, -0.973], [-1.645, 0.327, -4.501], [-2.615, -0.891, -3.519], [-0.273, 0.596, -2.716]]}



(7)
{"formula": "C15H27ClN6O", "method": "wB97M-V/def2-TZVPD", "total_charge": 0, "mol_weight_g_mol": 342.9, "orbital_gap_ev": 9.05, "energy_ev": -39504.818, "e_above_lowest_kj_mol": 8.7, "symbols": ["Cl", "O", "N", "N", "N", "N", "N", "N", "C", "C", "C", "C", "C", "C", "C", "C", "C", "C", "C", "C", "C", "C", "C", "H", "H", "H", "H", "H", "H", "H", "H", "H", "H", "H", "H", "H", "H", "H", "H", "H", "H", "H", "H", "H", "H", "H", "H", "H", "H", "H"], "xyz": [[-1.447, -4.144, 0.470], [5.396, 1.250, 1.099], [-0.633, 0.055, -0.276], [-0.016, -2.227, -0.475], [-2.018, -1.644, 0.615], [4.011, -1.013, 0.151], [-2.609, 0.575, 0.778], [1.288, -0.545, -1.344], [4.382, 0.640, 1.865], [5.028, -0.379, -0.663], [-3.716, 0.188, 1.628], [0.189, -0.913, -0.675], [6.030, 0.304, 0.271], [-2.288, 2.449, -0.861], [3.173, -1.971, -0.526], [-5.066, 0.169, 0.908], [-2.304, 1.981, 0.598], [-3.658, 2.434, -1.525], [-5.126, -0.923, -0.152], [2.324, -1.474, -1.719], [3.337, -0.022, 0.963], [-1.128, -2.489, 0.170], [-1.735, -0.347, 0.361], [-4.048, 1.423, -1.580], [6.784, 0.852, -0.297], [2.492, -2.401, 0.212], [-1.313, 2.176, 1.025], [-4.979, -1.899, 0.304], [2.856, 0.766, 0.359], [4.608, 0.383, -1.343], [-3.047, 2.553, 1.157], [-5.255, 1.143, 0.454], [-5.843, -0.007, 1.655], [-6.089, -0.914, -0.658], [-3.501, -0.815, 2.002], [-3.585, 2.825, -2.537], [4.821, -0.122, 2.526], [3.934, 1.432, 2.467], [1.841, -2.350, -2.160], [6.521, -0.463, 0.890], [2.957, -0.997, -2.469], [5.539, -1.141, -1.256], [-1.599, 1.815, -1.416], [1.451, 0.447, -1.406], [-3.759, 0.883, 2.473], [2.575, -0.512, 1.572], [-1.894, 3.468, -0.871], [-4.343, -0.783, -0.893], [3.824, -2.768, -0.896], [-4.362, 3.054, -0.973]]}



(8)
{"formula": "C17H20Br2Cl2N4O4PdS2", "method": "wB97M-V/def2-TZVPD", "total_charge": -2, "mol_weight_g_mol": 745.6, "orbital_gap_ev": 4.23, "energy_ev": -222385.991, "e_above_lowest_kj_mol": 69.5, "symbols": ["Pd", "Br", "Br", "Cl", "Cl", "S", "S", "O", "O", "O", "O", "N", "N", "N", "N", "C", "C", "C", "C", "C", "C", "C", "C", "C", "C", "C", "C", "C", "C", "C", "C", "C", "H", "H", "H", "H", "H", "H", "H", "H", "H", "H", "H", "H", "H", "H", "H", "H", "H", "H", "H", "H"], "xyz": [[-0.100, -0.487, 0.316], [4.993, -0.088, 1.939], [2.386, 6.727, -0.885], [-0.070, -1.070, 5.265], [0.445, 0.530, 2.859], [0.301, -3.630, 1.256], [-1.427, -2.786, 0.649], [-2.514, -3.764, 0.782], [-1.705, -1.598, 1.530], [-1.281, -2.372, -0.771], [-2.177, 1.190, 0.725], [-4.066, 0.141, 1.423], [-3.454, 0.087, -0.845], [0.034, 2.727, -1.127], [1.314, 0.292, -0.956], [2.042, 3.904, -0.623], [3.028, 1.316, 0.409], [-5.393, -1.220, -0.069], [-4.287, -1.090, -1.099], [-2.499, 0.364, -1.909], [1.898, 1.399, -0.397], [1.767, -0.938, -0.545], [0.846, -0.944, 3.738], [-0.562, 3.884, -1.361], [1.303, 2.709, -0.715], [2.803, -1.086, 0.405], [0.059, 5.123, -1.249], [-3.128, 0.465, 0.444], [1.397, 5.082, -0.903], [-4.754, -1.141, 1.303], [-3.654, 0.473, 2.779], [3.443, 0.053, 0.817], [-1.593, 0.788, -1.501], [1.501, -1.779, -1.173], [-5.502, -1.190, 2.098], [-4.519, 0.365, 3.439], [0.607, -1.797, 3.108], [-6.124, -0.413, -0.187], [-3.304, 1.501, 2.800], [3.093, 3.886, -0.376], [-5.899, -2.180, -0.197], [-2.247, -0.559, -2.428], [-0.457, 6.052, -1.442], [-4.706, -0.977, -2.104], [3.057, -2.071, 0.766], [3.545, 2.205, 0.741], [1.898, -0.910, 3.998], [-1.608, 3.829, -1.656], [-2.932, 1.085, -2.617], [-3.655, -1.983, -1.082], [-4.052, -1.972, 1.429], [-2.846, -0.181, 3.123]]}